This record from the OMol25 dataset describes a single C18H16N6OS2 molecule at a distorted geometry. The level of theory is wB97M-V/def2-TZVPD.

Element x y z (Å)
C  4.95420  -2.42979  -6.27318
H  4.21632  -1.84685  -6.81965
H  5.91676  -2.30491  -6.76428
H  4.68263  -3.48160  -6.32497
C  5.05193  -1.96239  -4.82688
C  3.77707  -2.05147  -4.02944
C  3.77460  -1.58020  -2.72035
C  2.64569  -1.63203  -1.92742
C  1.46452  -2.16653  -2.43311
C  1.45805  -2.64073  -3.74424
C  2.59469  -2.58386  -4.52645
H  2.54559  -2.96221  -5.53469
H  0.54795  -3.05849  -4.15184
N  0.27673  -2.26280  -1.71669
C  -0.06359  -1.91581  -0.46043
N  -1.27388  -2.10714  -0.03175
N  -1.47363  -1.73528  1.22138
C  -0.43688  -1.24234  1.79390
S  -0.35802  -0.69069  3.43755
C  -2.15665  -0.55844  3.77382
N  -2.62534  0.77925  3.56265
N  -2.74957  1.15205  2.28399
N  -3.10920  2.29019  1.96204
C  -3.39880  3.23856  2.91470
C  -3.79627  4.51757  2.51070
C  -4.08649  5.46818  3.46234
C  -3.98805  5.17064  4.82259
C  -3.59673  3.91671  5.23672
C  -3.29962  2.94015  4.28614
C  -2.87681  1.59804  4.67349
O  -2.75042  1.17895  5.80263
H  -3.51152  3.66118  6.28181
H  -4.22084  5.93074  5.55294
H  -4.39423  6.45712  3.15662
H  -3.86480  4.72600  1.45509
H  -2.30605  -0.81507  4.82299
H  -2.64501  -1.24934  3.08741
S  0.99304  -1.19506  0.76242
H  -0.50195  -2.66381  -2.22545
H  2.69449  -1.25319  -0.92011
H  4.68149  -1.16061  -2.30920
H  5.39130  -0.92221  -4.81091
H  5.81730  -2.55248  -4.31288

Cartesian forces (eV/Å) of the 2 atoms listed first:
0.102 0.097 0.231
-0.080 0.006 -0.111

Calculated values
Gap between HOMO and LUMO in hartree: 0.282
DFT total energy in eV: -51582.9593
HOMO energy in Ha: -0.2835
Molar mass in u: 396.50
ΔE to the lowest compared entry with this formula, charge and spin in kcal/mol: 3.67
SMILES string: CCc1ccc(Nc2nnc(SCn3nnc4ccccc4c3=O)s2)cc1
Net charge: 0